Entry 1:
# C4H8NO

A 2-piece molecular cluster, C4H8NO overall (wB97M-V/def2-TZVPD, OMol25).

Each line ends with the Mulliken charge.
CARTESIAN COORDINATES (ANGSTROEM)
C -3.659 0.595 0.195  -0.28
C 1.280 0.876 1.700  -0.25
C -2.240 -0.862 -1.158  -0.12
C 0.869 0.179 -0.505  -0.33
N 1.368 -0.027 0.755  0.01
O -2.884 -0.190 -0.443  -0.02
H -3.404 1.688 0.007  0.32
H -3.804 0.201 1.217  0.31
H 1.011 1.883 1.351  0.29
H 1.617 -0.916 0.953  0.22
H 1.257 0.347 2.700  0.27
H 0.970 1.246 -0.846  0.31
H 1.262 -0.469 -1.319  0.33
H -0.283 -0.035 -0.519  -0.07

The charge is +1. The calculation puts the HOMO energy (spin up / spin down) at -9.53 / -15.81 eV. As for the multiplicity: 3. The frontier orbital gap (spin up / spin down) is 3.928 / 10.403 eV. The max |F| comes out at 4.96 eV/Å. For the energy relative to the best compared isomer or geometry (same formula, charge and spin), the calculation gives 431.5 kJ/mol.


Entry 2:
# C4H8NO2

An isolated ion of composition C4H8NO2 and charge -1 (wB97M-V/def2-TZVPD, OMol25).

Each line ends with the Mulliken charge.
CARTESIAN COORDINATES (ANGSTROEM)
C -0.057 0.345 -0.290  -0.60
N -1.402 -0.028 -0.681  -0.17
C -1.958 0.119 -2.012  0.49
O -3.194 -0.070 -2.065  -0.78
O -1.105 0.351 -2.895  -0.74
C 0.331 -0.295 1.047  -0.35
C 1.863 -0.206 1.219  -1.11
H -0.067 1.443 -0.127  0.13
H 0.682 0.173 -1.070  0.37
H -1.969 -0.223 0.118  0.18
H -0.180 0.181 1.882  0.33
H 0.054 -1.350 1.060  0.33
H 2.132 0.306 2.155  0.28
H 2.424 -1.141 1.152  0.30
H 2.446 0.396 0.506  0.35

The charge is -1. The calculation puts the HOMO energy at -3.91 eV. As for the multiplicity: 1. The frontier orbital gap is 7.586 eV. The max |F| comes out at 1.51 eV/Å. For the energy relative to the best compared isomer or geometry (same formula, charge and spin), the calculation gives 48.7 kJ/mol. The SMILES is CCCNC(=O)[O-].


Entry 3:
# C4H8NO2

C4H8NO2 as an isolated structure (wB97M-V/def2-TZVPD, OMol25).

Each line ends with the Mulliken charge.
CARTESIAN COORDINATES (ANGSTROEM)
C -1.343 -1.279 -0.693  -0.76
N -1.436 0.054 -0.134  -0.77
C 0.027 1.728 0.883  -1.16
C -0.084 0.376 0.409  0.42
C 1.404 -0.041 -0.333  0.16
O 1.777 0.470 -1.466  -0.61
O 2.134 -1.030 0.388  -0.49
H -0.615 -1.267 -1.607  0.17
H -0.950 -2.120 -0.029  0.20
H -2.411 -1.452 -1.196  0.27
H 1.260 -1.232 -0.422  0.36
H -1.024 1.928 1.041  0.46
H 0.507 2.435 0.213  0.20
H 0.686 1.746 1.760  0.27
H 0.067 -0.315 1.187  0.26

The charge is -1. The calculation puts the HOMO energy at -2.08 eV. As for the multiplicity: 1. The frontier orbital gap is 5.962 eV. The max |F| comes out at 6.51 eV/Å. For the energy relative to the best compared isomer or geometry (same formula, charge and spin), the calculation gives 661.9 kJ/mol.


Entry 4:
# C4H8NO2

An isolated ion of composition C4H8NO2 and charge -1 (wB97M-V/def2-TZVPD, OMol25).

Each line ends with the Mulliken charge.
CARTESIAN COORDINATES (ANGSTROEM)
C 1.303 -0.961 -0.645  -0.60
O 0.993 -2.099 0.004  -0.91
C 0.413 0.242 0.043  -0.15
C -1.066 0.039 -0.424  -0.56
C -1.849 1.302 -0.181  0.03
O -2.954 1.460 -0.642  -0.53
N 0.485 -0.004 1.533  -0.81
H 1.024 -0.901 -1.737  0.29
H 2.383 -0.697 -0.548  0.27
H 0.736 1.289 -0.142  0.48
H -1.387 -0.628 0.386  0.21
H -0.927 -0.607 -1.296  0.35
H -1.258 2.029 0.426  0.32
H 0.785 -0.998 1.456  0.35
H 1.320 0.535 1.766  0.25

The charge is -1. The calculation puts the HOMO energy at -3.06 eV. As for the multiplicity: 1. The frontier orbital gap is 6.985 eV. The max |F| comes out at 3.17 eV/Å. For the energy relative to the best compared isomer or geometry (same formula, charge and spin), the calculation gives 298.5 kJ/mol. The SMILES is N[C@@H](C[O-])CC=O.


Entry 5:
# C4H8NO2

C4H8NO2 as an isolated structure (wB97M-V/def2-TZVPD, OMol25).

Each line ends with the Mulliken charge.
CARTESIAN COORDINATES (ANGSTROEM)
O 1.113 0.867 -0.468  -0.70
C 0.131 0.225 -0.086  0.41
N -0.446 0.326 1.098  -0.51
C 0.207 1.329 2.675  -0.09
O 0.278 0.662 3.724  -0.67
C -0.375 -0.986 -1.004  -0.44
C 0.320 -0.980 -2.373  -0.91
H -1.439 0.353 1.255  0.21
H -0.663 2.006 2.603  0.19
H 1.096 1.613 2.091  0.17
H -0.173 -1.817 -0.357  0.31
H -1.418 -0.673 -1.087  0.26
H 0.621 -1.975 -2.683  0.28
H 1.172 -0.305 -2.293  0.27
H -0.424 -0.643 -3.094  0.22

The charge is -1. The calculation puts the HOMO energy at -3.85 eV. As for the multiplicity: 1. The frontier orbital gap is 7.928 eV. The max |F| comes out at 2.53 eV/Å. For the energy relative to the best compared isomer or geometry (same formula, charge and spin), the calculation gives 226.6 kJ/mol.


Entry 6:
# C4H8NO2

C4H8NO2 as an isolated structure (wB97M-V/def2-TZVPD, OMol25).

Each line ends with the Mulliken charge.
CARTESIAN COORDINATES (ANGSTROEM)
C 0.600 1.622 -1.710  -1.00
C -0.074 0.455 -1.041  0.54
N 0.694 -0.241 -0.256  -0.48
C 0.006 -1.292 0.473  -0.27
C -0.202 -1.053 2.049  -0.49
O -0.419 -2.157 2.790  -0.85
O -1.451 0.306 -1.401  -0.52
H 1.405 1.290 -2.365  0.30
H -0.067 2.294 -2.251  0.30
H 1.061 2.205 -0.901  0.27
H -1.081 0.929 -0.507  0.27
H 0.759 -2.089 0.520  0.29
H -0.954 -1.592 0.064  0.27
H -0.951 -0.228 2.180  0.16
H 0.674 -0.449 2.354  0.22

The charge is -1. The calculation puts the HOMO energy at -2.40 eV. As for the multiplicity: 1. The frontier orbital gap is 5.820 eV. The max |F| comes out at 4.63 eV/Å. For the energy relative to the best compared isomer or geometry (same formula, charge and spin), the calculation gives 543.0 kJ/mol.


Entry 7:
# C4H8NO2

An isolated ion of composition C4H8NO2 and charge +1 (wB97M-V/def2-TZVPD, OMol25).

Each line ends with the Mulliken charge.
CARTESIAN COORDINATES (ANGSTROEM)
C -0.430 -1.541 -0.070  -0.29
C 1.896 -1.185 -0.064  -0.10
C 0.542 -0.639 0.149  0.20
C -0.314 1.683 -0.285  -0.80
N 0.497 0.725 0.619  -0.11
O 2.818 -0.451 0.059  -0.47
O -1.682 -1.372 0.248  -0.46
H -0.106 -2.490 -0.363  0.37
H 1.991 -2.132 -0.551  0.36
H -0.049 1.491 -1.263  0.39
H -1.429 1.456 -0.282  0.32
H -0.118 2.672 0.058  0.37
H 0.171 0.794 1.603  0.39
H 1.373 1.144 0.801  0.42
H -2.193 -2.286 0.091  0.42

The charge is +1. The calculation puts the HOMO energy at -14.36 eV. As for the multiplicity: 1. The frontier orbital gap is 10.773 eV. The max |F| comes out at 4.06 eV/Å. For the energy relative to the best compared isomer or geometry (same formula, charge and spin), the calculation gives 200.3 kJ/mol. The SMILES is C[NH2+]/C(C=O)=C\O.


Entry 8:
# C4H8NO2

A 2-piece molecular cluster, C4H8NO2 overall (wB97M-V/def2-TZVPD, OMol25).

Each line ends with the Mulliken charge.
CARTESIAN COORDINATES (ANGSTROEM)
C -1.632 -0.447 -0.293  -0.16
C -3.144 -0.039 -0.163  -0.08
C -0.613 0.344 -0.262  0.38
C 1.713 -0.901 -0.199  -0.83
N 2.195 0.167 0.633  -0.18
O -3.876 -0.288 0.759  -0.35
O 0.024 1.488 -0.205  -0.50
H -1.473 -1.537 -0.315  0.36
H -3.537 0.480 -1.037  0.34
H 2.348 -0.974 -1.062  0.30
H 1.619 -1.865 0.212  0.34
H 3.183 0.173 0.465  0.35
H 1.721 0.100 1.527  0.34
H 1.891 0.969 0.130  0.31
H -0.419 2.330 -0.190  0.37

The charge is +1. The calculation puts the HOMO energy (spin up / spin down) at -13.40 / -12.66 eV. As for the multiplicity: 1. The frontier orbital gap (spin up / spin down) is 8.810 / 7.686 eV. The max |F| comes out at 2.89 eV/Å. For the energy relative to the best compared isomer or geometry (same formula, charge and spin), the calculation gives 617.7 kJ/mol.